(1)
Density functional theory data (ωB97M-V with the def2-TZVPD basis set) for C2H3ClF2 as an isolated structure in a non-equilibrium geometry.

Each line ends with the natural charge from an NBO analysis.
Cartesian coordinates (Å):
Cl: 1.9454 -1.2058 0.1956  -0.01
F: 0.1932 1.5114 1.1509  -0.33
F: -0.1753 1.4407 -1.0321  -0.31
C: -0.3940 0.8912 0.1061  0.60
C: 0.2933 -0.8537 -0.1997  -0.48
H: -1.4706 0.5468 0.3321  0.13
H: -0.2839 -1.3275 0.6035  0.20
H: -0.1082 -1.0031 -1.1564  0.21

Force components x, y, z for each atom (eV/Å):
0.349 0.301 -0.589
-0.404 0.044 -0.814
-0.102 2.304 -1.611
0.701 -6.532 1.590
-2.024 3.402 3.915
1.339 1.466 -0.388
-0.030 -0.363 -0.661
0.171 -0.623 -1.443

Results
HOMO level: -0.360 Eh
max |F|: 0.1314 Eh/bohr
gap between HOMO and LUMO: 0.3951 hartree
lowest unoccupied orbital energy: 0.96 eV
electronic energy: -737.86692 a.u.
2S+1: 1
molar mass: 100.5 g mol⁻¹

---

(2)
Density functional theory data (ωB97M-V with the def2-TZVPD basis set) for a 3-piece molecular cluster, C4H9NO3 overall in a non-equilibrium geometry.

Each line ends with the natural charge from an NBO analysis.
Cartesian coordinates (Å):
O: 1.7918 -0.1404 -2.1300  -0.43
O: -1.5095 1.5842 1.0623  -1.02
O: -2.1920 0.2218 -0.8708  -1.00
N: 2.8540 -0.4955 -0.0775  -0.65
C: -0.0588 -0.8046 0.0254  -0.12
C: 0.6473 0.4295 -0.0602  -0.39
C: -0.3074 -1.4506 1.1991  -0.07
C: 1.9413 -0.1469 -0.9451  0.63
H: -2.7809 0.6395 -1.5089  0.45
H: -0.7669 -2.4291 1.1342  0.21
H: 0.9128 0.8154 0.9068  0.26
H: -2.0656 2.3584 1.1647  0.47
H: 0.1721 1.1678 -0.7034  0.32
H: -1.7509 1.0457 0.1814  0.49
H: -0.1659 -0.9814 2.1533  0.22
H: 3.7180 -0.6104 -0.6296  0.37
H: -0.4395 -1.2033 -0.9018  0.27

Force components x, y, z for each atom (eV/Å):
-0.663 0.215 -0.304
0.757 -0.290 0.048
0.642 -0.105 -0.343
-0.663 -0.356 0.102
0.593 -0.030 -0.867
-2.550 0.884 1.648
-0.336 -0.293 -0.345
2.253 -1.167 -0.840
-0.149 -0.127 0.059
-0.236 0.123 0.286
0.433 0.250 0.069
-0.144 -0.079 -0.216
0.410 0.038 -0.495
-0.829 0.660 0.645
0.416 0.024 0.310
-0.066 0.506 0.272
0.133 -0.253 -0.030

Results
HOMO level: -0.335 Eh
max |F|: 0.0615 Eh/bohr
gap between HOMO and LUMO: 0.1604 hartree
lowest unoccupied orbital energy: -4.76 eV
electronic energy: -438.00764 a.u.
2S+1: 1
molar mass: 119.1 g mol⁻¹

---

(3)
Density functional theory data (ωB97M-V with the def2-TZVPD basis set) for a 5-piece molecular cluster, C41H95BrN9O6P2S overall in a non-equilibrium geometry.

Each line ends with the Mulliken charge.
Cartesian coordinates (Å):
Br: -1.4993 -0.8712 -2.5672  0.01
S: -0.6326 2.2519 -1.4677  0.09
P: -1.5234 -3.0253 2.2865  0.09
P: 2.4991 1.1539 1.3331  0.74
O: 1.9822 3.6470 -2.8745  -0.63
O: -1.0325 -9.1633 1.9316  -0.39
O: 3.8684 0.2217 1.5486  -0.70
O: 4.1635 -1.0246 -5.1690  -0.13
O: -5.2138 6.1754 7.1600  -0.38
O: -1.0602 3.6062 -7.5454  -0.40
N: 2.8153 -2.4885 -7.2633  -0.73
N: -2.1526 0.1219 3.0392  0.60
N: -1.4816 4.9952 -5.0476  -0.57
N: -2.5475 5.7489 6.1699  -0.52
N: 2.4014 1.6245 -1.8740  0.96
N: 0.1334 0.1761 2.6012  1.93
N: -1.2998 -1.4358 1.5768  1.38
N: -1.0022 -6.6163 0.5919  -0.25
N: 2.5261 -0.2468 5.4803  -0.62
C: -1.7194 -1.6733 -0.8091  -0.70
C: -0.9347 3.4172 4.1749  -0.86
C: 0.0081 4.2827 -6.9126  0.01
C: 0.1340 -8.3701 1.9450  -0.82
C: 4.8709 -3.6998 -6.7897  -1.41
C: 0.2415 -7.3694 0.7868  0.47
C: -0.9846 -10.3077 1.0964  -0.65
C: 1.9283 -0.7430 4.2176  -0.36
C: -5.9547 5.0163 7.4875  -0.59
C: -0.8024 -3.9705 -1.5635  -1.14
C: 0.3002 -0.1358 0.0850  2.45
C: -1.0947 -0.3798 2.4323  -2.59
C: 1.3665 -0.5693 -0.9690  -1.10
C: -2.8270 5.6727 7.6083  0.19
C: -2.8437 4.2072 8.0309  -1.30
C: 0.6452 -8.0025 -0.5404  -1.59
C: 4.7431 -1.8146 -4.1477  -0.60
C: 1.8338 0.2942 -2.1457  -1.40
C: 0.6353 0.0201 3.9995  -1.69
C: -2.4098 2.4731 -1.7649  -0.38
C: -1.6668 2.5874 3.3691  0.08
C: 4.7616 -1.1630 -6.4476  -0.94
C: -2.1541 1.3016 3.9459  -0.52
C: 4.2759 -2.3743 -7.2541  0.37
C: 4.4990 2.7393 -1.0896  -1.69
C: 3.8733 1.5011 -1.7339  -0.30
C: -0.6244 -1.3870 0.2568  -1.15
C: 2.5074 2.1953 2.8295  -0.97
C: -2.9395 3.8072 -1.2072  -1.15
C: 2.2001 2.4763 -3.0294  0.46
C: 1.0636 -0.0705 1.4717  -2.80
C: -0.4508 1.2318 0.0084  -0.93
C: 2.3230 1.8837 -4.4126  -0.97
C: -0.4122 5.4093 -5.9612  0.44
C: -1.5807 4.2371 -8.7011  -0.68
C: -1.9946 -3.1738 -1.0715  -0.68
C: -4.0990 6.4416 7.9866  -0.68
C: -1.0454 -3.0181 4.0596  0.20
C: -3.3510 -3.1796 2.4047  -1.46
C: -0.8437 6.6855 -6.6761  -1.59
C: -1.7458 -4.2410 4.7077  -1.50
H: -1.9981 6.1542 8.1343  0.36
H: 1.0258 -6.6550 1.0603  0.33
H: -1.7524 -7.2990 0.5110  0.30
H: -2.0151 3.4607 -9.3297  0.26
H: 1.4919 -1.0805 1.5822  1.44
H: -0.7953 4.7472 -9.2661  0.31
H: -0.1815 -8.5426 -1.0010  0.33
H: -1.2229 -6.1087 1.4450  -0.07
H: -3.7905 -2.9405 1.4387  0.51
H: 3.7519 3.2122 -0.4551  0.28
H: -3.9486 3.6942 -0.8119  0.33
H: 2.4127 -1.6514 -7.6749  0.28
H: -2.5004 -3.6565 -0.2358  0.31
H: -0.3267 -3.4945 -2.4224  0.38
H: -3.7838 -2.5327 3.1723  0.45
H: 4.7070 -4.4668 -7.5452  0.36
H: -1.2784 -4.4131 5.6747  0.46
H: -1.4728 1.0467 0.3640  0.29
H: -1.3094 4.3769 4.5269  0.13
H: -1.1576 4.2004 -4.5004  0.10
H: 1.3615 1.8987 -4.9224  0.08
H: -3.8967 7.5083 7.8648  0.35
H: 2.6733 -0.5984 3.4411  -0.05
H: 4.3395 1.3557 -2.7197  0.46
H: -0.1432 -0.4553 4.5950  0.77
H: 0.5213 3.5190 -6.3231  -0.32
H: 5.3906 2.4873 -0.5198  0.37
H: 2.7702 0.8950 -4.4253  0.20
H: -3.1976 4.0943 9.0566  0.37
H: -2.4320 6.7225 5.9024  0.24
H: -3.4803 3.6051 7.3808  0.19
H: 0.0296 3.1103 4.5806  0.19
H: -2.3699 4.9496 -8.4500  0.24
H: 0.0627 -2.2346 0.2226  0.27
H: -2.7840 -3.9911 4.9152  0.38
H: 2.5735 -0.3183 -2.6780  -0.21
H: 2.5765 1.6514 3.7687  0.39
H: 4.6022 -2.2125 -8.2853  0.44
H: 1.7777 -1.8212 4.3171  0.30
H: 0.0177 -10.7443 1.0744  0.30
H: 4.4079 -4.0528 -5.8680  0.29
H: 0.7577 1.0074 4.4446  0.46
H: 0.9874 -1.4596 -1.4745  0.34
H: 0.7263 4.6460 -7.6597  0.48
H: -2.7185 -3.1511 -1.8890  0.46
H: -6.9743 5.1703 7.1369  0.27
H: 3.0021 2.5300 -4.9707  0.46
H: -0.1463 6.9470 -7.4739  0.37
H: 5.9467 -3.6153 -6.6242  0.34
H: -0.8741 7.5156 -5.9713  0.39
H: 5.8551 -1.1555 -6.3573  0.41
H: -0.0345 -4.0697 -0.7917  0.13
H: -1.6843 -5.1257 4.0762  0.28
H: -3.1935 1.4422 4.2425  0.56
H: 4.4820 -0.2588 -6.9944  0.34
H: -2.9910 4.5307 -2.0212  0.31
H: 1.7999 0.1460 6.0711  0.25
H: 4.2806 -2.8033 -4.0927  0.26
H: -3.3942 5.4622 5.6834  0.30
H: 1.0292 -9.0027 2.0045  0.49
H: 1.0085 0.3947 -2.8461  0.25
H: -2.5134 2.4780 -2.8481  0.64
H: -1.6759 -11.0409 1.5085  0.26
H: 4.1019 0.5921 -1.1759  0.54
H: 2.2523 -0.9458 -0.4447  0.61
H: -3.0274 -0.3352 2.8304  0.41
H: -1.6151 1.0579 4.8649  0.26
H: 0.9572 -7.2309 -1.2445  0.35
H: 2.4954 -2.4710 -6.2988  0.29
H: -1.0682 -4.9858 -1.8456  0.47
H: 3.6562 -0.7141 1.4573  0.40
H: 3.4085 2.8068 2.7685  0.52
H: 0.0840 -7.8009 2.8786  0.31
H: -2.2336 4.6114 -5.6149  0.34
H: -1.9098 2.8153 2.3322  0.49
H: -2.9524 1.6182 -1.3618  0.29
H: -1.3049 -10.0762 0.0780  0.24
H: -5.5566 4.1281 6.9881  0.17
H: 4.5621 -1.3087 -3.1980  0.02
H: -1.8403 6.5935 -7.1082  0.29
H: 1.6437 2.8597 2.7921  0.19
H: 0.0254 -3.1872 4.1449  -0.02
H: -2.2674 4.2289 -0.4639  0.28
H: -3.5694 -4.2200 2.6378  0.42
H: -2.6530 -1.2712 -0.4139  0.53
H: 2.8821 -1.0298 6.0148  0.31
H: -0.0337 1.8909 0.7704  -0.04
H: 1.4782 -8.6952 -0.4112  0.39
H: 4.7504 3.4612 -1.8658  0.43
H: -4.3571 6.2837 9.0414  0.40
H: -1.3886 -2.1406 4.6103  0.28
H: -5.9781 4.8468 8.5678  0.30
H: 0.4656 5.6527 -5.3556  0.41
H: -1.8371 3.7910 7.9758  0.33
H: 5.8224 -1.9217 -4.2856  0.37

Force components x, y, z for each atom (eV/Å):
0.026 0.095 -0.001
0.642 0.237 -0.583
-0.096 -1.013 -0.655
0.106 1.021 -1.052
0.184 0.045 -0.038
0.024 -0.030 -0.060
-0.556 -0.304 0.369
0.110 -0.071 0.140
0.014 -0.099 0.024
0.000 0.047 -0.065
0.033 0.225 0.015
0.234 -0.094 0.575
0.048 -0.297 0.030
-0.056 0.072 -0.099
0.137 -0.682 -0.742
0.052 -0.733 -0.019
0.128 0.493 0.327
-0.093 -0.051 0.196
-0.467 -0.118 -0.018
-0.419 -0.483 0.515
-0.372 -0.189 -0.235
0.163 -0.085 0.131
0.078 0.129 0.180
0.090 -0.056 -0.074
-0.073 -0.122 -0.180
-0.126 -0.008 0.050
0.611 -0.294 0.675
-0.071 0.065 -0.103
0.580 -0.017 0.280
0.257 0.088 0.910
-0.330 0.399 -0.645
0.119 0.192 -0.300
-0.093 -0.226 -0.043
0.100 -0.055 0.050
0.102 0.042 -0.051
-0.158 0.056 0.056
-0.035 0.057 -0.227
-0.208 0.774 0.185
0.047 0.193 0.609
0.760 0.078 0.249
-0.027 0.196 -0.252
1.162 -1.102 -0.489
-0.066 -0.168 0.224
-0.394 -0.046 -0.287
0.309 0.318 0.241
0.387 -0.123 -0.790
0.176 -0.526 0.345
-0.028 -0.080 -0.442
-0.392 0.401 0.326
0.217 -0.752 0.293
-0.900 -0.118 0.286
0.491 0.101 -0.115
-0.175 0.142 -0.119
-0.085 -0.113 0.030
-0.057 0.266 -0.786
0.081 0.219 0.046
-0.655 -0.237 0.072
0.269 0.382 0.187
0.058 0.101 0.013
0.087 0.698 0.095
-0.027 0.068 0.003
-0.013 -0.002 0.071
-0.009 0.009 -0.093
0.021 -0.022 0.009
0.093 0.029 0.140
0.000 0.037 0.015
-0.022 -0.020 0.045
0.077 0.101 -0.040
-0.004 -0.012 -0.036
0.116 -0.010 0.185
0.015 0.047 0.124
-0.012 -0.064 -0.114
0.232 0.013 0.190
-0.141 0.072 -0.069
-0.136 -0.086 0.028
-0.049 0.004 0.001
0.074 -0.303 -0.061
-0.048 0.046 -0.090
0.852 0.970 -1.426
0.080 0.119 0.085
-0.061 -0.118 0.046
-0.038 0.004 -0.043
-0.135 0.154 -0.162
-0.069 -0.191 -0.046
0.010 -0.124 -0.099
-0.028 -0.025 0.008
0.045 0.034 0.006
-0.197 -0.189 -0.080
-0.022 -0.003 -0.004
0.113 -0.006 0.015
-0.045 0.044 -0.003
-0.863 -0.784 1.483
0.052 0.076 -0.044
0.007 -0.019 0.099
-0.094 -0.231 -0.126
-0.026 -0.146 0.038
-0.034 0.137 0.112
0.009 0.071 0.003
-0.317 -0.011 -0.358
0.018 0.020 -0.026
-0.014 0.042 0.017
0.099 0.085 -0.149
-0.045 -0.011 0.011
-0.050 0.071 -0.018
-0.208 -0.165 0.161
0.001 0.031 0.006
-0.143 0.127 -0.047
-0.008 -0.011 -0.013
-0.003 0.006 0.016
-0.031 -0.019 0.028
0.000 -0.094 0.037
-0.049 -0.091 0.052
0.007 -0.147 0.140
-0.029 0.069 -0.110
-0.049 0.015 0.049
0.003 0.098 0.073
0.042 0.085 0.029
0.102 -0.051 -0.027
-0.016 -0.017 0.018
0.002 -0.011 -0.090
-0.132 0.092 0.150
-0.037 -0.284 -0.030
0.005 0.012 0.033
-0.181 0.083 0.231
-0.003 0.142 0.150
-0.014 -0.021 -0.011
-0.003 0.133 0.030
-0.039 0.019 -0.001
-0.009 -0.103 0.005
-0.166 0.013 0.058
0.295 -0.083 0.020
-0.030 0.060 -0.215
-0.042 -0.014 0.006
-0.052 0.094 -0.008
-1.513 0.751 0.506
-0.002 -0.083 -0.111
0.086 -0.029 -0.034
0.009 -0.043 0.090
0.041 0.043 -0.012
0.002 -0.048 -0.014
-0.060 -0.016 0.034
0.104 0.422 -0.067
-0.105 -0.085 0.197
-0.149 0.019 0.033
0.059 0.344 -0.182
0.260 0.057 -0.054
0.202 0.019 -0.103
-0.012 -0.016 0.004
0.129 0.079 0.095
0.020 -0.092 -0.004
0.290 0.130 0.020
0.031 -0.025 0.006
0.027 -0.087 0.005
0.005 0.014 -0.037
0.003 -0.035 -0.017

Results
HOMO level: -0.374 Eh
max |F|: 0.0374 Eh/bohr
total charge: +1
gap between HOMO and LUMO: 0.2719 hartree
lowest unoccupied orbital energy: -2.77 eV
electronic energy: -6217.89712 a.u.
2S+1: 1
molar mass: 984.2 g mol⁻¹